102
Properties=species:S:1:pos:R:3:forces:R:3:mulliken_charge:R:1 method="wB97M-V/def2-TZVPD" fmax_ev_per_a=1.4 total_charge=+1 homo_lumo_gap_ev=0.897 e_homo_ev=-8.857 e_lumo_ha=-0.2925 total_energy_ev=-345386.123
C 0.97856 -0.81414 1.61608 0.055 0.052 -0.385 -1.110
C 0.69343 -0.49116 0.15282 -0.661 0.672 1.045 2.172
C 0.12880 0.92387 0.06212 0.631 -0.473 -0.806 -1.333
O -1.20917 0.88696 0.55617 -0.323 0.186 -0.375 -0.053
C -1.85863 2.05183 0.51422 0.066 0.065 0.714 0.774
O -1.39417 3.12278 0.77778 0.214 -0.086 -0.474 -0.646
C -3.32702 1.92541 0.14723 0.078 -0.320 -0.084 -0.485
S -3.80779 0.25991 -0.35843 -0.097 -0.159 -0.215 0.108
N -4.79636 -0.21403 0.97356 0.152 0.250 -0.181 0.273
C -4.56312 -0.36411 2.27029 0.158 -0.071 -0.115 -0.030
N -5.66283 -0.79793 2.86649 -0.200 -0.101 0.396 -0.254
N -6.58476 -0.93400 1.94976 -0.269 -0.089 -0.147 -0.354
N -6.07364 -0.57098 0.82259 0.271 0.088 0.096 0.220
O -0.32788 -1.32008 -0.42293 0.128 -0.284 0.145 -0.382
C -0.05152 -2.63870 -0.42860 0.494 -0.417 -0.294 0.342
O 1.05849 -3.09230 -0.41750 -0.066 0.177 0.087 -0.517
C -1.28750 -3.48567 -0.52803 -0.506 0.561 -0.116 -0.410
S -2.47397 -2.94755 0.75024 -0.109 0.234 0.319 -0.204
H 0.11933 -1.27584 2.08910 -0.088 -0.302 0.036 0.231
H 1.90790 -1.37571 1.76357 -0.479 -0.225 0.001 -0.122
H 1.14490 0.12853 2.11897 0.140 0.146 0.322 0.596
H 1.62190 -0.57051 -0.41159 -0.278 -0.360 -0.055 -1.368
H 0.10376 1.22491 -0.98646 -0.247 0.244 -0.162 0.698
H 0.73936 1.61854 0.62480 0.084 0.149 0.204 0.575
H -3.48583 2.55868 -0.71866 -0.093 0.213 -0.141 0.527
H -3.95575 2.29915 0.94869 -0.216 0.017 0.072 0.126
H -3.61319 -0.16620 2.72578 0.200 0.021 0.161 0.576
H -6.52477 -0.57436 -0.08498 -0.233 -0.018 -0.006 0.231
H -1.73369 -3.28117 -1.49432 -0.043 -0.185 -0.291 0.286
H -1.02112 -4.52499 -0.44177 0.065 -0.223 0.131 0.346
H -3.17422 -4.07150 0.94071 0.190 -0.202 -0.176 0.164
C 4.49697 -3.16795 -1.33796 -0.180 -0.008 -0.213 -0.055
Br 6.19411 -3.96483 -0.95874 -0.041 0.115 0.003 -0.016
Br 4.10368 -1.70805 -0.13806 0.450 -0.049 0.316 0.019
Br 4.34289 -2.61664 -3.17830 0.041 0.061 -0.021 -0.043
H 3.74036 -3.92367 -1.17987 -0.043 -0.020 -0.057 0.213
C -5.26626 6.98094 2.87895 0.317 0.480 0.008 -0.985
C -6.58242 6.20672 3.07036 0.347 -0.310 -0.299 1.004
C -6.97066 5.73628 4.47810 -0.219 0.079 0.172 0.111
F -6.05227 4.92696 5.03316 0.304 -0.071 -0.159 -0.213
F -8.12690 5.02976 4.38331 0.092 0.057 0.014 -0.275
F -6.61923 5.16885 2.20223 0.001 -0.113 0.088 -0.257
F -7.57786 7.05959 2.71218 -0.009 0.166 0.076 -0.293
O -4.11109 6.27685 2.42469 -0.380 -0.573 0.038 -0.363
C -3.24452 5.59068 3.23802 -0.283 0.571 0.006 0.712
C -3.28945 4.07878 2.97631 0.062 -0.288 -0.097 0.736
F -4.54495 3.57770 3.07670 -0.300 0.005 0.159 -0.285
F -2.52280 3.42833 3.88043 0.047 0.072 -0.011 -0.301
F -3.41992 5.88329 4.53693 -0.170 -0.140 -0.002 -0.289
F -2.00032 5.98131 2.90386 0.132 -0.028 -0.005 -0.279
H -5.47761 7.66015 2.05552 -0.024 -0.026 -0.038 0.413
H -5.04212 7.61015 3.73991 -0.002 -0.195 0.186 0.333
H -7.13223 6.59293 5.13639 -0.030 0.024 -0.042 0.302
H -2.93092 3.84555 1.97434 0.168 0.458 0.148 -0.258
Cl 3.68932 -1.10597 3.04265 0.247 0.197 0.199 -0.458
C 2.85544 -0.73620 -6.27036 -0.322 0.339 -0.159 -0.948
C 2.96449 0.08564 -4.99243 0.628 -0.374 0.799 -0.089
O 2.81498 1.48089 -5.06699 -0.205 0.211 -1.100 -0.446
C 1.46067 1.99126 -4.97109 0.238 0.009 1.020 0.035
O 0.77782 1.52078 -3.96999 -0.145 -0.137 0.210 -0.763
C 0.67588 1.81629 -6.30954 0.293 0.574 0.390 0.871
F 1.46083 1.93749 -7.44925 -0.254 -0.421 -0.348 -0.306
F -0.27712 2.71986 -6.43656 -0.092 -0.028 -0.002 -0.233
F 0.05955 0.59310 -6.50507 -0.030 -0.197 -0.442 -0.317
H 3.37626 -0.23813 -7.09033 0.090 -0.038 0.033 0.296
H 3.29782 -1.72169 -6.12193 0.029 0.025 0.029 0.330
H 1.81794 -0.90327 -6.56218 -0.029 -0.086 -0.028 0.032
H 3.98955 -0.04936 -4.63392 -0.024 0.012 0.041 0.386
H 2.29826 -0.29409 -4.20674 -0.108 -0.158 -0.210 0.180
H 1.65457 3.08700 -4.98603 -0.019 -0.030 -0.016 0.221
C 3.59916 -8.21227 -2.29825 -0.072 -0.051 0.033 -0.967
S 4.15489 -6.63789 -2.95221 0.212 -0.098 -0.028 0.493
O 3.21783 -5.59883 -2.42898 -0.285 -0.046 0.038 -0.433
C 3.69275 -6.95438 -4.65545 -0.117 0.016 -0.060 -0.896
H 3.76130 -8.20281 -1.22281 0.027 0.039 0.004 0.323
H 2.53844 -8.34332 -2.51222 0.002 0.030 -0.014 0.219
H 4.18264 -9.01376 -2.74981 0.025 0.007 0.001 0.412
H 2.62609 -7.17175 -4.71255 -0.007 0.025 0.026 0.228
H 4.27648 -7.79300 -5.03336 0.031 0.006 0.014 0.416
H 3.91755 -6.06082 -5.23335 0.021 0.027 0.032 0.280
C -0.24547 -6.20644 -3.34179 0.179 0.203 -0.005 -0.216
O 0.27685 -4.94639 -3.73581 -0.193 0.039 0.150 -0.425
H -0.95589 -6.52162 -4.10191 -0.017 0.007 -0.025 0.308
H 0.54834 -6.95474 -3.26470 -0.053 -0.043 0.046 -0.071
H -0.76432 -6.14153 -2.37988 -0.017 -0.100 -0.002 0.138
H 0.91480 -4.67263 -3.06607 0.244 -0.124 -0.100 0.247
Na 2.89931 0.59721 -1.45136 0.284 0.216 -0.777 0.817
Be 0.41888 0.39222 -8.52388 0.163 0.160 0.449 0.526
O -10.37148 5.52092 2.42839 0.088 -0.042 -0.027 -0.512
H -9.57841 5.44224 2.98534 -0.162 0.013 -0.066 0.371
C 5.02564 2.09613 4.95738 -0.005 0.013 -0.034 -1.228
C 6.13686 1.11683 4.66199 -0.090 -0.080 0.006 0.755
O 6.26312 0.59541 3.56760 0.143 0.094 -0.122 -0.586
N 7.00066 0.82622 5.67066 -0.069 0.094 0.034 -0.167
C 7.00785 1.34076 7.02631 0.204 -0.213 -0.168 -0.820
H 4.42977 2.21090 4.05822 0.014 -0.069 -0.042 0.194
H 4.38481 1.72234 5.75619 0.009 0.051 0.038 0.355
H 5.43035 3.06812 5.24328 -0.033 -0.007 0.080 0.425
H 7.71326 0.16390 5.40832 0.004 -0.026 0.011 0.232
H 7.95018 1.85240 7.22920 -0.045 0.067 0.066 0.282
H 6.90306 0.52049 7.73837 -0.054 0.057 0.066 0.281
H 6.19249 2.03916 7.17674 -0.024 0.011 -0.012 0.318